{
  "formula": "C4H7NO",
  "method": "ωB97M-V/def2-TZVPD",
  "elements": ["C", "C", "O", "C", "N", "C", "H", "H", "H", "H", "H", "H", "H"],
  "xyz": [[-0.740, 0.755, -0.186], [-0.113, 0.321, 1.131], [-0.198, -0.939, 1.487], [1.221, -0.814, 0.250], [0.886, -0.939, -0.937], [-0.378, -0.291, -1.269], [-1.827, 0.782, -0.055], [-0.404, 1.768, -0.439], [1.172, 0.433, 0.754], [-0.113, 1.102, 1.918], [1.962, -1.258, 0.901], [-1.144, -1.072, -1.288], [-0.326, 0.152, -2.268]],
  "lowdin_charge": [-0.1373, -0.3724, -0.1128, -0.1181, 0.0267, -0.1913, 0.1230, 0.1146, 0.1564, 0.1400, 0.1456, 0.1172, 0.1083],
  "de_lowest_ev": 4.824,
  "multiplicity": 1,
  "orbital_gap_ev": 9.6,
  "e_homo_ev": -8.7
}



{
  "formula": "C30H57Cl2O13PS6",
  "method": "ωB97M-V/def2-TZVPD",
  "elements": ["C", "O", "C", "C", "C", "C", "C", "O", "O", "C", "P", "S", "C", "Cl", "C", "C", "Cl", "H", "H", "H", "H", "H", "H", "H", "H", "H", "H", "H", "H", "H", "H", "H", "H", "H", "O", "S", "O", "C", "C", "C", "C", "H", "H", "H", "H", "H", "H", "H", "H", "O", "S", "O", "C", "C", "C", "C", "H", "H", "H", "H", "H", "H", "H", "H", "O", "S", "O", "C", "C", "C", "C", "H", "H", "H", "H", "H", "H", "H", "H", "O", "S", "O", "C", "C", "C", "C", "H", "H", "H", "H", "H", "H", "H", "H", "O", "S", "O", "C", "C", "C", "C", "H", "H", "H", "H", "H", "H", "H", "H"],
  "xyz": [[0.411, 2.475, 8.857], [-0.336, 3.480, 8.196], [0.067, 3.757, 6.862], [-0.702, 2.950, 5.810], [-0.067, 1.569, 5.639], [-0.806, 0.666, 4.642], [0.000, -0.570, 4.324], [1.192, -0.563, 4.383], [-0.667, -1.721, 3.939], [-0.896, -2.568, 5.051], [-2.781, -2.790, 5.260], [-3.736, -2.066, 3.730], [-0.264, -3.917, 4.924], [-0.822, -4.947, 3.644], [0.697, -4.338, 5.762], [1.237, -3.501, 6.895], [1.377, -5.916, 5.576], [1.178, 2.051, 8.204], [0.843, 2.837, 9.792], [-0.261, 1.642, 9.104], [1.151, 3.658, 6.729], [-0.149, 4.816, 6.698], [-1.746, 2.884, 6.132], [-0.675, 3.534, 4.886], [-0.100, 1.042, 6.597], [0.965, 1.721, 5.325], [-1.814, 0.409, 4.978], [-0.924, 1.217, 3.700], [-0.562, -2.050, 5.951], [-3.002, -4.173, 5.342], [-3.143, -2.181, 6.477], [0.462, -3.374, 7.655], [1.446, -2.504, 6.502], [2.134, -3.920, 7.339], [3.268, 4.737, 2.003], [1.929, 4.221, 2.154], [1.170, 4.421, 3.366], [0.943, 4.752, 0.761], [1.138, 3.651, -0.278], [1.052, 2.337, 0.503], [1.924, 2.477, 1.754], [1.280, 5.732, 0.428], [-0.098, 4.806, 1.100], [0.384, 3.707, -1.064], [2.120, 3.742, -0.748], [0.018, 2.161, 0.796], [1.368, 1.481, -0.094], [1.518, 1.926, 2.600], [2.951, 2.164, 1.570], [-2.288, 1.996, 0.843], [-2.786, 3.346, 0.920], [-2.002, 4.405, 1.513], [-3.328, 3.849, -0.709], [-4.788, 3.411, -0.771], [-5.396, 3.784, 0.588], [-4.417, 3.316, 1.672], [-2.700, 3.380, -1.463], [-3.237, 4.934, -0.767], [-5.313, 3.891, -1.595], [-4.846, 2.330, -0.917], [-5.519, 4.868, 0.646], [-6.378, 3.335, 0.728], [-4.418, 3.973, 2.539], [-4.618, 2.292, 1.984], [2.183, -1.111, -1.917], [2.865, -1.268, -0.662], [3.752, -0.255, -0.133], [1.662, -1.668, 0.591], [1.561, -3.179, 0.555], [3.003, -3.696, 0.429], [3.698, -2.862, -0.664], [0.722, -1.167, 0.366], [2.054, -1.319, 1.547], [1.063, -3.553, 1.448], [0.978, -3.492, -0.315], [3.522, -3.553, 1.379], [3.033, -4.759, 0.196], [4.754, -2.713, -0.455], [3.575, -3.299, -1.653], [1.360, -2.808, -3.233], [2.008, -3.271, -4.431], [3.428, -3.101, -4.623], [1.580, -4.994, -4.697], [0.301, -4.937, -5.527], [0.529, -3.842, -6.579], [1.123, -2.630, -5.858], [1.457, -5.490, -3.737], [2.395, -5.455, -5.256], [0.080, -5.900, -5.986], [-0.544, -4.665, -4.889], [1.234, -4.205, -7.331], [-0.385, -3.580, -7.092], [1.820, -2.082, -6.487], [0.347, -1.960, -5.493], [-0.755, -1.777, -8.154], [0.091, -1.255, -9.198], [1.168, -2.031, -9.756], [-0.953, -0.647, -10.518], [-1.237, 0.802, -10.137], [0.099, 1.376, -9.644], [0.710, 0.351, -8.680], [-1.848, -1.262, -10.586], [-0.383, -0.709, -11.444], [-1.633, 1.365, -10.980], [-1.973, 0.839, -9.331], [0.767, 1.525, -10.495], [-0.031, 2.341, -9.158], [1.796, 0.342, -8.725], [0.384, 0.518, -7.655]],
  "lowdin_charge": [-0.1197, -0.1824, -0.2324, -0.1658, -0.1879, -0.0798, -0.4640, 0.1493, -0.0844, -0.5086, 0.3925, 0.1316, -0.7131, 0.6904, -0.7210, -0.0894, 0.6830, 0.0787, 0.0829, 0.0814, 0.1251, 0.1224, 0.1212, 0.0986, 0.1072, 0.1176, 0.1151, 0.1338, 0.1114, -0.0299, -0.0228, 0.0902, 0.0775, 0.0741, -0.3197, 0.6724, -0.3333, -0.2304, -0.2012, -0.2024, -0.2027, 0.1080, 0.0592, 0.1098, 0.1204, 0.0792, 0.1008, 0.0870, 0.1053, -0.3155, 0.6728, -0.3245, -0.2260, -0.2176, -0.2102, -0.2113, 0.1081, 0.1105, 0.1155, 0.1209, 0.1171, 0.1149, 0.1045, 0.1072, -0.3314, 0.6622, -0.3341, -0.2345, -0.2133, -0.2011, -0.2024, 0.1105, 0.1024, 0.0934, 0.1176, 0.1145, 0.1112, 0.1024, 0.0852, -0.3368, 0.6715, -0.3224, -0.2300, -0.2158, -0.2257, -0.2206, 0.1032, 0.1055, 0.1133, 0.1186, 0.1225, 0.0818, 0.0979, 0.1063, -0.3264, 0.6693, -0.3148, -0.2283, -0.2205, -0.2119, -0.2164, 0.1084, 0.1087, 0.1153, 0.1191, 0.1175, 0.1145, 0.1055, 0.1062],
  "smiles": "COCCCCC(=O)O[C@@H]([PH2]=S)/C(Cl)=C(\\C)Cl.O=S1(=O)CCCC1.O=S1(=O)CCCC1.O=S1(=O)CCCC1.O=S1(=O)CCCC1.O=S1(=O)CCCC1",
  "multiplicity": 1,
  "orbital_gap_ev": 9.0,
  "e_homo_ev": -8.8
}